DFT (wB97M-V/def2-TZVPD) results for a single CH5N3OS molecule in a non-equilibrium geometry.

CARTESIAN COORDINATES (ANGSTROEM)
1 C -0.023 -0.378 0.284
2 N -1.171 -0.117 -0.461
3 N 0.910 0.739 0.281
4 N -2.320 0.083 -0.023
5 O 2.927 -0.924 0.048
6 S 2.592 0.494 -0.256
7 H -0.452 -0.438 1.342
8 H 0.598 -1.213 -0.086
9 H -0.854 0.182 -1.424
10 H 0.764 1.242 1.060
11 H -2.971 0.330 -0.765

E ... -678.6493 hartree
Energy relative to the best compared isomer or geometry (same formula, charge and spin) ... 332.65 kJ/mol
Kohn-Sham gap (spin up / spin down) ... 9.88 / 5.81 eV
E_LUMO (spin up / spin down) ... 0.9463 / -1.1750 eV

List of Löwdin charges in e, atom by atom: C -0.30; N -0.23; N -0.28; N 0.01; O -0.57; S 0.91; H 0.15; H 0.10; H 0.17; H 0.01; H 0.05



DFT (wB97M-V/def2-TZVPD) results for a molecular structure, C31H48Br2IrN3O2P2S in a non-equilibrium geometry.

CARTESIAN COORDINATES (ANGSTROEM)
1 Ir -0.065 -0.220 -0.226
2 C -0.084 -3.604 0.785
3 C -0.866 -2.833 1.791
4 C -1.397 -3.468 2.928
5 C -2.080 -2.734 3.862
6 C -2.279 -1.357 3.655
7 C -2.950 -0.490 4.561
8 Br -3.672 -1.161 6.180
9 C -3.090 0.855 4.280
10 C -2.614 1.382 3.091
11 Br -2.864 3.198 2.660
12 C -1.939 0.587 2.124
13 O -1.516 1.058 1.038
14 C -1.758 -0.812 2.458
15 N -1.048 -1.543 1.580
16 H 0.556 -4.329 1.279
17 H 0.510 -2.921 0.174
18 H -0.773 -4.145 0.135
19 H -1.242 -4.525 3.070
20 H -2.464 -3.201 4.754
21 H -3.585 1.498 4.992
22 C -1.789 2.993 -1.221
23 P -0.729 1.636 -1.813
24 C 0.588 2.486 -2.762
25 C -1.736 0.891 -3.147
26 C -2.219 1.698 -4.176
27 C -2.917 1.146 -5.235
28 C -3.154 -0.219 -5.277
29 C -2.713 -1.022 -4.242
30 C -2.005 -0.476 -3.175
31 P -1.448 -1.579 -1.833
32 C -0.706 -2.976 -2.777
33 C -3.052 -2.234 -1.233
34 H -2.007 3.676 -2.040
35 H -1.291 3.525 -0.414
36 H -2.714 2.573 -0.831
37 H 0.148 3.086 -3.555
38 H 1.255 1.747 -3.203
39 H 1.155 3.128 -2.092
40 H -2.048 2.764 -4.158
41 H -3.267 1.778 -6.035
42 H -3.680 -0.657 -6.111
43 H -2.921 -2.082 -4.273
44 H -1.450 -3.744 -2.983
45 H 0.120 -3.418 -2.225
46 H -0.314 -2.584 -3.713
47 H -3.647 -2.597 -2.071
48 H -3.592 -1.426 -0.743
49 H -2.904 -3.042 -0.519
50 C 3.867 -2.355 4.040
51 C 3.086 -3.127 2.981
52 C 3.996 -3.768 1.929
53 C 4.610 -2.750 0.967
54 N 3.581 -2.160 0.128
55 C 3.411 -0.888 -0.232
56 S 2.150 -0.587 -1.382
57 N 4.194 0.079 0.202
58 C 4.073 1.483 -0.126
59 C 5.443 2.149 -0.230
60 C 6.138 1.947 -1.578
61 C 6.419 0.487 -1.918
62 H 3.198 -1.993 4.815
63 H 4.395 -1.505 3.616
64 H 4.599 -3.002 4.515
65 H 2.362 -2.472 2.480
66 H 2.522 -3.919 3.475
67 H 3.432 -4.504 1.350
68 H 4.808 -4.295 2.433
69 H 5.354 -3.244 0.333
70 H 5.114 -1.968 1.532
71 H 3.004 -2.827 -0.365
72 H 4.973 -0.145 0.809
73 H 3.481 1.966 0.659
74 H 3.532 1.564 -1.069
75 H 6.086 1.779 0.571
76 H 5.314 3.219 -0.068
77 H 7.086 2.485 -1.553
78 H 5.533 2.390 -2.372
79 H 6.974 0.003 -1.116
80 H 7.019 0.433 -2.822
81 H 5.500 -0.067 -2.098
82 C 2.366 1.401 3.743
83 C 1.222 1.311 2.747
84 O 1.420 0.237 1.822
85 H 2.165 2.193 4.458
86 H 3.299 1.623 3.232
87 H 2.474 0.468 4.295
88 H 1.151 2.217 2.144
89 H 0.274 1.184 3.283
90 H 1.505 -0.567 2.350

E ... -7857.6373 hartree
Energy relative to the best compared isomer or geometry (same formula, charge and spin) ... 0.94 kJ/mol
Kohn-Sham gap ... 5.39 eV
E_LUMO ... -6.6504 eV
Total charge ... +2

List of Löwdin charges in e, atom by atom: Ir 0.80; C -0.04; C -0.33; C 0.01; C 0.01; C -0.18; C -0.61; Br 0.82; C -0.15; C -0.60; Br 0.82; C -0.47; O -0.23; C -0.16; N 0.06; H 0.09; H 0.02; H 0.09; H 0.13; H 0.09; H 0.11; C -0.21; P 0.87; C -0.22; C -0.36; C -0.07; C -0.03; C -0.03; C -0.08; C -0.38; P 0.87; C -0.21; C -0.19; H 0.06; H 0.05; H 0.06; H 0.05; H 0.04; H 0.05; H 0.11; H 0.12; H 0.12; H 0.11; H 0.07; H 0.03; H 0.06; H 0.06; H 0.06; H 0.05; C -0.09; C -0.26; C -0.18; C -0.16; N 0.02; C -0.73; S 0.63; N 0.05; C -0.20; C -0.18; C -0.24; C -0.10; H 0.07; H 0.06; H 0.09; H 0.07; H 0.11; H 0.11; H 0.13; H 0.14; H 0.11; H 0.12; H 0.15; H 0.12; H 0.08; H 0.12; H 0.12; H 0.11; H 0.11; H 0.08; H 0.08; H 0.06; C -0.05; C -0.27; O -0.17; H 0.09; H 0.07; H 0.07; H 0.12; H 0.11; H 0.07



DFT (wB97M-V/def2-TZVPD) results for 12 unconnected molecules or ions with the total composition H24O12 in a non-equilibrium geometry.

CARTESIAN COORDINATES (ANGSTROEM)
1 O -0.563 0.117 -0.408
2 H -1.249 -0.338 -0.910
3 H -0.726 -0.147 0.505
4 O -4.107 -0.306 -3.268
5 H -4.679 -0.701 -3.935
6 H -4.446 0.591 -3.170
7 O 0.479 -1.386 -2.075
8 H 0.726 -2.317 -2.104
9 H 0.305 -1.218 -1.142
10 O -0.146 0.053 -4.147
11 H 0.801 0.155 -3.999
12 H -0.550 0.584 -3.452
13 O 0.838 1.139 2.593
14 H 1.608 1.707 2.478
15 H 0.090 1.719 2.413
16 O -0.126 0.670 5.115
17 H 0.058 0.992 4.226
18 H -0.004 1.445 5.675
19 O -1.842 -3.397 2.173
20 H -2.750 -3.255 1.882
21 H -1.454 -2.515 2.170
22 O 0.757 -2.259 1.614
23 H 0.449 -2.828 2.328
24 H 1.521 -1.806 1.989
25 O -0.625 2.676 -0.579
26 H -0.797 1.974 -1.216
27 H 0.336 2.746 -0.559
28 O 2.431 -2.449 -1.154
29 H 2.984 -1.828 -0.667
30 H 3.048 -3.122 -1.463
31 O 0.703 3.089 2.986
32 H 0.083 3.766 2.691
33 H 0.598 3.076 3.944
34 O 2.064 1.835 -3.052
35 H 2.900 2.062 -3.473
36 H 2.244 1.000 -2.606

E ... -917.1425 hartree
Energy relative to the best compared isomer or geometry (same formula, charge and spin) ... 480.16 kJ/mol
Kohn-Sham gap ... 9.51 eV
SMILES string ... O.O.O.O.O.O.O.O.O.O.O.O
E_LUMO ... 0.0149 eV

List of Löwdin charges in e, atom by atom: O -0.06; H 0.07; H 0.05; O -0.06; H 0.03; H 0.03; O -0.10; H 0.04; H -0.01; O -0.08; H 0.00; H 0.01; O -0.11; H 0.06; H 0.03; O -0.06; H -0.03; H 0.03; O -0.06; H 0.04; H 0.01; O -0.05; H 0.03; H 0.04; O -0.08; H 0.01; H 0.03; O -0.05; H 0.05; H 0.05; O -0.07; H 0.09; H 0.08; O -0.05; H 0.05; H 0.03



DFT (wB97M-V/def2-TZVPD) results for a molecular structure, C4H8MgO2 in a non-equilibrium geometry.

CARTESIAN COORDINATES (ANGSTROEM)
1 C -1.800 -0.255 0.576
2 C -0.420 -0.807 0.652
3 C 0.682 0.049 0.752
4 C 1.808 -0.164 -0.054
5 O 2.864 0.531 0.024
6 Mg 4.627 0.695 -0.594
7 H -2.484 -0.941 0.059
8 H -1.917 0.755 0.981
9 H -0.269 -1.701 0.035
10 H -1.655 -0.883 1.681
11 H 0.660 0.920 1.410
12 H 1.780 -0.990 -0.784
13 H -0.525 0.995 -1.348
14 O -1.356 0.550 -1.596
15 H -1.995 1.246 -1.795

E ... -507.0192 hartree
Energy relative to the best compared isomer or geometry (same formula, charge and spin) ... 196.85 kJ/mol
Kohn-Sham gap ... 4.70 eV
E_LUMO ... -11.6617 eV
Total charge ... +2

List of Löwdin charges in e, atom by atom: C 0.00; C -0.07; C -0.07; C -0.25; O -0.21; Mg 1.59; H 0.13; H 0.12; H 0.15; H 0.22; H 0.15; H 0.15; H 0.05; O -0.05; H 0.08



DFT (wB97M-V/def2-TZVPD) results for a molecular structure, C13H24Cl2NO4P2Sn in a non-equilibrium geometry.

CARTESIAN COORDINATES (ANGSTROEM)
1 Sn 0.567 -0.620 0.789
2 P -0.947 -0.352 2.664
3 C -2.236 0.213 1.667
4 C -2.047 0.913 0.458
5 N -0.848 0.836 -0.227
6 C -0.597 1.587 -1.317
7 C -1.563 2.501 -1.745
8 C -2.811 2.595 -1.093
9 C -3.088 1.722 -0.056
10 C 0.750 1.451 -2.024
11 P 1.417 -0.290 -1.996
12 H -4.029 1.689 0.495
13 H -1.247 3.218 -2.494
14 H -3.566 3.304 -1.435
15 H 0.614 1.822 -3.058
16 H 1.478 2.130 -1.530
17 H -4.859 -3.866 -0.575
18 H -3.229 0.152 2.081
19 H 0.006 -3.700 -2.701
20 O -4.243 -3.520 0.082
21 H -4.502 -4.049 0.856
22 H 0.778 -1.154 -0.665
23 O -0.813 -4.233 -2.713
24 H -1.083 -3.762 -1.887
25 C 0.800 -0.917 -3.606
26 H 1.054 -0.302 -4.502
27 H 1.207 -1.935 -3.705
28 H -0.286 -1.033 -3.498
29 C 3.199 0.089 -2.324
30 H 3.737 -0.871 -2.284
31 H 3.390 0.551 -3.320
32 H 3.629 0.745 -1.542
33 C -0.022 0.900 3.541
34 H -0.836 1.253 4.197
35 H 0.819 0.430 4.073
36 H 0.349 1.685 2.860
37 C -1.259 -1.880 3.520
38 H -0.308 -2.244 3.945
39 H -1.964 -1.506 4.284
40 H -1.725 -2.624 2.848
41 Cl 4.796 2.347 0.626
42 C 4.056 1.464 1.961
43 Cl 3.634 2.346 3.424
44 C 2.735 0.973 1.364
45 O 2.697 -0.323 1.341
46 O 1.789 1.714 1.012
47 H 4.604 0.551 2.208

E ... -2682.5359 hartree
Energy relative to the best compared isomer or geometry (same formula, charge and spin) ... 509.59 kJ/mol
Kohn-Sham gap ... 6.85 eV
E_LUMO ... -3.2887 eV
Total charge ... +1

List of Löwdin charges in e, atom by atom: Sn 1.23; P 0.67; C -0.30; C -0.35; N -0.04; C -0.32; C -0.03; C -0.03; C -0.02; C -0.25; P 0.85; H 0.12; H 0.11; H 0.12; H 0.11; H 0.10; H 0.04; H 0.07; H 0.01; O -0.07; H 0.04; H -0.24; O -0.07; H 0.04; C -0.24; H 0.07; H 0.04; H 0.05; C -0.23; H 0.05; H 0.07; H 0.02; C -0.24; H 0.07; H 0.07; H 0.05; C -0.21; H 0.07; H 0.07; H 0.07; Cl 0.68; C -1.01; Cl 0.68; C -0.81; O -0.15; O -0.05; H 0.08



DFT (wB97M-V/def2-TZVPD) results for 11 unconnected molecules or ions with the total composition C6H30O10 in a non-equilibrium geometry.

CARTESIAN COORDINATES (ANGSTROEM)
1 C -3.478 1.679 -0.147
2 C -2.326 1.406 -0.781
3 C -2.241 0.281 -1.733
4 C -1.202 2.349 -0.594
5 C 0.082 2.013 -0.318
6 C -1.569 3.755 -0.831
7 H -3.839 2.476 0.524
8 H -4.302 1.011 -0.342
9 H -2.872 -0.574 -1.651
10 H -1.181 -0.052 -1.905
11 H -2.455 0.801 -2.691
12 H 0.752 2.800 -0.053
13 H 0.348 0.976 -0.122
14 H -1.000 4.138 -1.687
15 H -1.206 4.385 0.025
16 H -2.650 3.950 -0.857
17 O 0.361 0.305 -3.707
18 H 0.938 -0.386 -3.392
19 H 0.269 0.244 -4.666
20 O -2.233 -0.117 1.674
21 H -1.806 0.456 1.016
22 H -1.416 -0.450 2.102
23 O 0.965 -2.210 -2.092
24 H 0.637 -2.091 -1.191
25 H 0.595 -3.048 -2.391
26 O 2.167 0.277 2.608
27 H 2.904 0.535 2.011
28 H 1.383 0.768 2.288
29 O 0.151 2.010 2.829
30 H -0.014 1.550 3.668
31 H -0.680 1.963 2.362
32 O 1.814 -2.155 1.660
33 H 2.067 -1.248 2.014
34 H 2.568 -2.750 1.824
35 O 4.092 0.447 0.702
36 H 3.567 0.041 -0.020
37 H 4.547 1.217 0.384
38 O -1.038 -2.740 2.685
39 H -1.604 -2.787 1.907
40 H -0.187 -2.394 2.401
41 O -1.508 -3.312 -1.335
42 H -1.707 -2.354 -1.209
43 H -2.337 -3.722 -1.012
44 O 3.483 -1.184 -1.299
45 H 4.069 -1.917 -1.096
46 H 2.588 -1.496 -1.193

E ... -998.9472 hartree
Energy relative to the best compared isomer or geometry (same formula, charge and spin) ... 195.16 kJ/mol
Kohn-Sham gap ... 9.11 eV
SMILES string ... C=C(C)C(=C)C.O.O.O.O.O.O.O.O.O.O
E_LUMO ... 0.1923 eV

List of Löwdin charges in e, atom by atom: C 0.04; C -0.38; C -0.05; C -0.34; C 0.06; C -0.06; H 0.09; H 0.07; H 0.07; H 0.07; H 0.11; H 0.07; H 0.07; H 0.09; H 0.10; H 0.08; O -0.06; H 0.00; H 0.05; O -0.06; H -0.02; H 0.03; O -0.05; H 0.04; H 0.06; O -0.08; H 0.02; H 0.01; O -0.05; H 0.08; H 0.02; O -0.10; H -0.01; H 0.05; O -0.06; H 0.01; H 0.05; O -0.06; H 0.02; H -0.01; O -0.07; H 0.03; H 0.06; O -0.04; H 0.07; H 0.00